{"formula": "C33H35BN2O6", "method": "ωB97M-V/def2-TZVPD", "energy_ev": -50732.49142, "lumo_energy_ev": -1.95, "de_lowest_kj_mol": 153.83, "species": ["C", "N", "C", "C", "C", "C", "C", "C", "C", "C", "C", "C", "C", "C", "C", "C", "C", "N", "C", "C", "C", "C", "C", "C", "C", "C", "C", "C", "C", "H", "H", "H", "H", "H", "H", "H", "H", "H", "H", "H", "H", "H", "H", "H", "H", "H", "H", "H", "H", "H", "H", "H", "H", "H", "C", "C", "O", "B", "H", "O", "C", "C", "O", "O", "C", "C", "O", "O", "H", "H", "H", "H", "H", "H", "H", "H", "H"], "coordinates": [[5.343538, -0.670349, 3.562751], [5.000279, -0.624498, 2.146129], [5.640870, -1.581333, 1.323426], [5.747680, -2.916876, 1.764975], [6.267149, -3.900827, 0.921224], [6.754428, -3.558182, -0.347754], [6.745126, -2.219875, -0.752844], [6.208575, -1.234429, 0.081257], [3.848802, 0.038970, 1.755439], [3.580643, 0.347082, 0.401395], [2.396352, 0.942746, 0.027814], [1.332839, 1.134137, 0.946473], [0.060386, 1.608621, 0.507117], [-1.182345, 1.131791, 0.978243], [-2.408385, 1.641773, 0.452289], [-3.634919, 1.207189, 0.911501], [-3.712719, 0.289453, 1.974611], [-4.958286, -0.142131, 2.473528], [-5.126156, -0.126662, 3.929981], [-5.700622, -1.092915, 1.746365], [-5.974916, -2.356799, 2.306685], [-6.539463, -3.360023, 1.520138], [-6.959187, -3.081878, 0.213196], [-6.764239, -1.799657, -0.317704], [-6.113534, -0.816617, 0.428535], [-2.518760, -0.205609, 2.537648], [-1.296896, 0.133420, 1.994549], [1.641898, 0.884034, 2.318433], [2.870780, 0.399829, 2.714147], [5.188861, 0.311909, 4.021244], [4.741389, -1.415681, 4.099155], [6.402056, -0.939976, 3.656937], [5.373543, -3.183121, 2.757551], [6.292270, -4.936839, 1.258927], [7.137860, -4.332375, -1.014269], [7.152803, -1.929551, -1.724036], [6.221635, -0.187714, -0.225942], [4.312440, 0.125184, -0.367866], [2.237913, 1.260905, -0.998929], [0.048964, 2.454353, -0.174666], [-2.345774, 2.381195, -0.345450], [-4.563149, 1.585275, 0.486691], [-6.191860, -0.233092, 4.159889], [-4.565805, -0.936363, 4.413670], [-4.766885, 0.836820, 4.308308], [-5.678177, -2.569653, 3.336610], [-6.652872, -4.361077, 1.934557], [-7.420133, -3.864618, -0.392519], [-7.112526, -1.563393, -1.323815], [-5.927325, 0.172314, 0.012763], [-2.571208, -0.897918, 3.378775], [-0.399706, -0.352791, 2.366207], [0.873897, 1.105597, 3.062211], [3.064907, 0.235753, 3.773532], [2.382493, 4.421035, -4.070527], [1.716079, 3.454039, -3.129143], [0.744466, 2.806342, -3.749767], [-0.018737, 1.744603, -3.082505], [-0.018339, 1.781731, -1.787230], [-1.371577, 1.791545, -3.651971], [-2.220056, 2.666039, -3.129755], [-3.528770, 2.680091, -3.869137], [-1.986268, 3.395280, -2.171267], [0.574334, 0.496466, -3.580995], [0.361425, -0.616198, -2.891479], [0.910948, -1.808038, -3.624661], [-0.206140, -0.703967, -1.806194], [2.065008, 3.308742, -1.956993], [1.627381, 4.977386, -4.629119], [3.013433, 5.095250, -3.501300], [2.989645, 3.854291, -4.783407], [-3.696444, 1.727499, -4.372995], [-4.338334, 2.902114, -3.174923], [-3.479343, 3.481247, -4.612441], [1.717678, -1.501101, -4.289522], [1.252575, -2.538364, -2.896300], [0.106512, -2.251560, -4.217482]], "forces_ev_per_angstrom": [[-0.02, -0.14, 0.02], [0.05, 0.56, 0.36], [0.66, -0.64, -0.77], [-0.26, 0.26, -0.28], [0.18, 0.39, -0.12], [-0.15, 0.13, 0.19], [-0.11, -0.07, 0.25], [-0.14, -0.22, 0.26], [-0.27, -0.22, -0.23], [-0.09, -0.02, 0.04], [-0.37, 0.25, -0.10], [0.92, -0.06, 0.79], [-0.06, 0.17, 0.43], [-0.90, -0.37, 0.52], [0.56, 0.15, -0.13], [-0.04, -0.24, 0.10], [0.28, 0.10, -0.18], [-0.18, 0.74, 0.67], [0.32, -0.13, -0.36], [-0.32, -0.69, -0.76], [0.29, 0.21, -0.29], [-0.30, 0.34, -0.21], [0.20, 0.14, 0.12], [0.11, -0.16, 0.24], [-0.06, -0.32, 0.38], [0.07, 0.07, -0.02], [0.10, 0.25, -0.02], [-0.50, -0.09, -0.50], [0.09, -0.02, 0.10], [0.06, -0.20, -0.12], [0.09, 0.14, 0.11], [-0.30, 0.08, -0.03], [0.09, 0.03, -0.41], [0.01, 0.27, -0.10], [-0.07, 0.25, 0.22], [-0.12, -0.14, 0.33], [0.09, -0.37, 0.09], [-0.29, 0.13, 0.22], [0.01, -0.16, 0.08], [-0.02, -0.34, -0.28], [-0.05, -0.07, 0.11], [0.38, 0.05, 0.10], [0.27, 0.02, -0.04], [-0.13, 0.09, 0.21], [-0.09, -0.24, -0.01], [-0.06, 0.02, -0.40], [-0.08, 0.25, -0.09], [0.13, 0.27, 0.20], [0.13, -0.10, 0.26], [-0.15, -0.37, 0.04], [0.04, 0.07, -0.35], [-0.25, -0.01, -0.12], [0.43, 0.01, -0.10], [-0.16, 0.09, -0.33], [0.09, 0.11, 0.10], [-0.07, -0.16, 0.51], [0.54, 0.52, 0.64], [0.24, -0.12, 1.57], [0.05, -0.01, -2.05], [-0.80, 0.70, 0.49], [0.43, -0.16, 0.15], [-0.14, 0.04, 0.04], [-0.23, -0.40, -0.62], [-0.15, -0.71, 0.61], [-0.21, 0.13, 0.42], [0.05, -0.14, 0.11], [0.45, 0.08, -0.94], [-0.36, 0.04, -1.17], [0.10, -0.08, 0.03], [0.10, 0.07, -0.05], [-0.08, 0.09, 0.07], [0.01, 0.15, 0.01], [0.00, 0.04, -0.07], [-0.07, -0.11, 0.03], [-0.07, -0.10, 0.02], [0.02, -0.13, -0.05], [0.08, 0.03, 0.03]], "lowdin_charge": [-0.056, -0.084, -0.221, -0.019, -0.079, -0.090, -0.074, -0.030, -0.175, 0.022, 0.027, -0.177, 0.123, -0.163, 0.053, 0.021, -0.189, -0.107, -0.053, -0.222, -0.026, -0.085, -0.094, -0.078, -0.014, 0.015, 0.019, -0.025, -0.009, 0.094, 0.090, 0.103, 0.110, 0.104, 0.103, 0.108, 0.113, 0.094, 0.106, 0.121, 0.104, 0.113, 0.101, 0.074, 0.099, 0.104, 0.103, 0.101, 0.106, 0.096, 0.118, 0.110, 0.117, 0.101, 0.013, -0.518, 0.147, -0.719, 0.121, 0.149, -0.530, 0.017, 0.041, 0.136, -0.538, 0.013, 0.056, 0.047, 0.087, 0.078, 0.090, 0.085, 0.079, 0.092, 0.083, 0.079, 0.090]}